1.
Here is an isolated ion of composition C2H3N2O2 and charge +1 in a non-equilibrium geometry from OMol25. Energies are from ωB97M-V/def2-TZVPD.

Properties
**Highest occupied orbital energy**: -17.056 eV
**Total charge**: +1
**E_LUMO**: -5.07 eV
**Maximum force**: 3.98 eV/A
**Energy**: -337.70655 hartree
**HOMO-LUMO gap**: 0.441 Eh
**ΔE to the lowest compared entry with this formula, charge and spin**: 19.9 kcal per mole

Last column: natural (NBO) charge in e.
Element x y z (Å)
C1 -0.57519 0.64639 0.06898  0.88
C2 1.73419 -0.45507 -0.24083  0.96
N1 0.69174 -0.19957 -0.84651  -0.75
N2 -1.30901 -0.26971 0.55311  -0.79
O1 2.61054 -0.75486 0.41546  -0.31
O2 -0.51390 1.79764 -0.12927  -0.40
H1 0.59900 0.20341 -1.76142  0.48
H2 -1.00738 -1.07659 1.05716  0.45
H3 -2.22999 0.10835 0.88332  0.46

***

2.
Here is a 3-piece molecular cluster, C4H14O2S overall in a non-equilibrium geometry from OMol25. Energies are from ωB97M-V/def2-TZVPD.

Properties
**Highest occupied orbital energy**: -8.184 eV
**E_LUMO**: 0.59 eV
**Maximum force**: 2.87 eV/A
**Energy**: -709.40575 hartree
**HOMO-LUMO gap**: 0.323 Eh
**ΔE to the lowest compared entry with this formula, charge and spin**: 37.6 kcal per mole

Last column: natural (NBO) charge in e.
Element x y z (Å)
C1 1.79047 -1.23852 0.63894  -0.61
C2 1.14414 0.16253 0.60398  -0.42
C3 -0.12149 0.12678 -0.30378  -0.52
S1 -1.21965 1.64125 -0.15064  0.14
C4 -1.57718 1.72036 -1.93768  -0.74
H1 0.93330 -1.80417 1.11304  0.20
H2 2.70165 -1.39966 1.23327  0.22
H3 1.90449 -1.66426 -0.40238  0.20
H4 0.83595 0.39565 1.60757  0.20
H5 1.99448 0.82356 0.39796  0.21
H6 0.29296 -0.01211 -1.37738  0.22
H7 -0.80958 -0.74359 -0.24028  0.22
H8 -0.59273 1.23454 -2.34943  0.25
H9 -1.68026 2.74919 -2.24002  0.22
H10 -2.55923 1.22693 -2.01922  0.22
H11 -1.32519 -0.89129 6.75532  0.46
H12 -0.29900 -0.50771 5.74816  0.46
O1 -1.10078 -0.10940 6.20536  -0.93
H13 0.31185 -0.01410 -4.86994  0.48
H14 -0.66180 -1.16370 -4.36340  0.48
O2 0.03761 -0.53227 -4.04945  -0.95

***

3.
Here is an isolated ion of composition C36H46N5O3 and charge +1 in a non-equilibrium geometry from OMol25. Energies are from ωB97M-V/def2-TZVPD.

Properties
**Highest occupied orbital energy**: -8.399 eV
**Total charge**: +1
**E_LUMO**: -2.26 eV
**Maximum force**: 2.73 eV/A
**Energy**: -1898.55716 hartree
**HOMO-LUMO gap**: 0.226 Eh

Last column: Löwdin charge in e.
Element x y z (Å)
C1 -1.35971 4.60307 1.11475  -0.02
C2 -1.61804 4.59915 -0.37913  -0.33
C3 -2.51596 5.73457 -0.80207  -0.07
N1 -2.34343 3.38140 -0.82378  0.02
N2 -3.64114 3.52736 -1.03821  0.15
N3 -4.06080 2.35221 -1.50106  0.01
C4 -5.51685 2.19907 -1.68002  -0.35
C5 -5.99648 3.58190 -2.04586  -0.05
C6 -6.14535 1.65345 -0.41234  -0.02
C7 -3.03026 1.44907 -1.59021  -0.06
C8 -3.23295 0.10121 -2.11201  -0.14
C9 -2.70288 -1.02388 -1.44519  -0.01
C10 -3.02974 -2.31455 -1.85384  -0.06
C11 -3.91914 -2.50748 -2.92107  -0.06
C12 -4.41800 -1.40341 -3.62060  -0.06
C13 -4.04161 -0.11507 -3.25514  -0.04
C14 -1.91460 2.10914 -1.11790  -0.05
C15 -0.45504 1.80733 -1.17957  -0.06
H1 -1.15570 5.63042 1.44619  0.10
H2 -2.23199 4.22120 1.66221  0.09
H3 -0.49388 3.98413 1.37100  0.06
H4 -0.66817 4.62357 -0.92418  0.15
H5 -2.04755 6.68178 -0.52541  0.09
H6 -2.67158 5.73984 -1.88448  0.09
H7 -3.49233 5.65163 -0.31484  0.08
H8 -5.66997 1.50483 -2.50482  0.12
H9 -7.08353 3.60073 -2.14517  0.09
H10 -5.67821 4.30530 -1.29005  0.08
H11 -5.56496 3.89322 -3.00328  0.09
H12 -7.23089 1.58363 -0.54332  0.09
H13 -5.76233 0.65317 -0.18068  0.09
H14 -5.93982 2.32113 0.43098  0.09
H15 -2.08118 -0.83196 -0.56423  0.09
H16 -2.60426 -3.17507 -1.32814  0.11
H17 -4.21469 -3.51484 -3.21878  0.11
H18 -5.10710 -1.54644 -4.45852  0.12
H19 -4.36491 0.75239 -3.83465  0.12
H20 -0.23048 1.68081 -2.26004  0.15
H21 0.05694 2.73454 -0.86674  0.12
C16 6.07987 3.55564 -1.39025  -0.06
O1 5.38455 2.52495 -2.13755  -0.10
C17 4.23176 1.99149 -1.64405  -0.27
C18 3.49054 1.13422 -2.50104  -0.01
C19 2.29771 0.58500 -2.07503  -0.06
C20 1.76066 0.92773 -0.82177  -0.19
C21 0.25132 0.64753 -0.53891  -0.26
C22 -0.05551 0.30349 0.90203  -0.21
C23 -0.17696 -1.10254 1.31108  -0.12
N4 1.11393 -1.91564 1.45868  -0.02
C24 1.70327 -2.02915 2.67762  0.01
C25 2.66068 -2.99219 2.92312  0.03
C26 2.97827 -3.93097 1.91392  -0.18
N5 3.68461 -5.07518 2.19933  -0.05
C27 3.87646 -6.03537 1.12312  -0.13
C28 4.75716 -7.22820 1.48654  -0.17
O2 5.59207 -6.97688 2.61744  -0.12
C29 4.79783 -6.66027 3.76490  -0.17
C30 4.02430 -5.35707 3.58639  -0.13
C31 2.46007 -3.69418 0.61761  0.03
C32 1.54785 -2.67567 0.42357  -0.01
C33 -0.25984 1.31194 1.89650  -0.46
C34 -1.41683 1.19914 2.86161  -0.03
O3 0.51566 2.29428 2.04285  -0.06
C35 2.49251 1.75954 0.01237  -0.03
C36 3.74044 2.24620 -0.34696  0.00
H22 6.93882 3.81599 -2.01519  0.09
H23 5.44367 4.44169 -1.25066  0.10
H24 6.42773 3.18992 -0.41471  0.09
H25 3.88780 0.91266 -3.48717  0.11
H26 1.73138 -0.08544 -2.73232  0.11
H27 0.00589 -0.26266 -1.10444  0.11
H28 -0.67092 -1.16263 2.29056  0.12
H29 -0.77755 -1.65904 0.57483  0.09
H30 1.34252 -1.34932 3.45107  0.15
H31 3.09950 -3.03943 3.91877  0.11
H32 2.90299 -6.42931 0.77783  0.14
H33 4.35444 -5.52591 0.27021  0.13
H34 4.09036 -8.09426 1.66961  0.13
H35 5.45641 -7.44321 0.66854  0.13
H36 4.05995 -7.46065 3.98483  0.13
H37 5.52737 -6.56525 4.58132  0.14
H38 4.64770 -4.54085 3.98784  0.13
H39 3.11210 -5.42189 4.20529  0.14
H40 2.70670 -4.32735 -0.23535  0.11
H41 1.08839 -2.48341 -0.54919  0.14
H42 -1.14625 0.52554 3.68453  0.08
H43 -1.64216 2.18647 3.27423  0.08
H44 -2.30967 0.80203 2.36529  0.08
H45 2.06766 2.08847 0.95447  0.09
H46 4.30142 2.85149 0.36691  0.11

***

4.
Here is a 2-piece molecular cluster, C7H12O3 overall in a non-equilibrium geometry from OMol25. Energies are from ωB97M-V/def2-TZVPD.

Properties
**Highest occupied orbital energy**: -8.429 eV
**E_LUMO**: 0.64 eV
**Maximum force**: 3.17 eV/A
**Energy**: -499.59263 hartree
**HOMO-LUMO gap**: 0.333 Eh
**ΔE to the lowest compared entry with this formula, charge and spin**: 33.8 kcal per mole

Last column: natural (NBO) charge in e.
Element x y z (Å)
C1 0.42172 -3.10024 -1.13063  -0.60
C2 0.52626 -1.60903 -1.44432  -0.39
C3 -0.16730 -0.74168 -0.41365  -0.35
C4 0.57965 -0.11125 0.75238  -0.49
C5 0.37959 1.33840 0.37333  0.61
C6 1.41931 2.06305 -0.42430  -0.73
O1 -0.74508 1.85293 0.58492  -0.61
C7 -1.48735 -0.49676 -0.48821  0.76
O2 -2.65118 -0.62193 -0.53213  -0.44
H1 -0.62925 -3.41106 -1.05151  0.21
H2 0.89846 -3.69089 -1.92474  0.21
H3 0.92261 -3.34723 -0.18361  0.21
H4 1.58626 -1.31516 -1.49401  0.21
H5 0.10635 -1.40673 -2.43975  0.22
H6 0.11286 -0.30742 1.72407  0.24
H7 1.64214 -0.38429 0.69815  0.22
H8 2.34008 1.46779 -0.48461  0.21
H9 1.06008 2.19596 -1.45573  0.25
H10 1.60688 3.04999 0.01262  0.25
O3 -2.75239 2.50495 3.23180  -0.95
H11 -3.15597 3.34933 3.45243  0.46
H12 -2.01373 2.72127 2.63750  0.48

***

5.
Here is H31O16 as an isolated structure in a non-equilibrium geometry from OMol25. Energies are from ωB97M-V/def2-TZVPD.

Properties
**Highest occupied orbital energy**: -6.670 eV
**Total charge**: -1
**E_LUMO**: 2.48 eV
**Maximum force**: 8.06 eV/A
**Energy**: -1222.49846 hartree
**HOMO-LUMO gap**: 0.336 Eh
**ΔE to the lowest compared entry with this formula, charge and spin**: 45.0 kcal per mole

Last column: natural (NBO) charge in e.
Element x y z (Å)
O1 -1.81661 -0.80133 -0.95395  -0.97
H1 -2.24007 -1.43978 -1.48774  0.50
H2 -0.92328 -0.76933 -1.25877  0.49
O2 -1.00717 0.65319 2.32357  -1.09
H3 0.02850 0.76390 2.16052  0.49
H4 -1.79629 2.81619 2.64956  0.48
O3 -1.68352 4.26036 -0.58205  -0.99
H5 -2.22397 3.44095 -0.60791  0.52
H6 -1.28806 4.25061 0.25515  0.48
O4 -2.32569 1.79109 0.26968  -1.02
H7 -1.80257 1.50626 1.05712  0.51
H8 -2.16840 1.06242 -0.29973  0.48
O5 1.28629 0.75776 1.30869  -0.98
H9 0.93905 1.13587 0.61487  0.48
H10 1.54985 -0.17990 1.06419  0.51
O6 2.31140 -4.32946 -3.27474  -0.97
H11 1.88956 -3.51930 -3.11821  0.48
H12 2.18340 -4.97323 -2.57986  0.49
O7 2.17035 -4.68512 0.28872  -1.00
H13 2.69086 -4.73014 1.05276  0.46
H14 1.21824 -4.79207 0.49789  0.51
O8 0.92771 4.66582 -0.70275  -0.99
H15 -0.04463 4.69379 -0.62013  0.49
H16 1.03425 5.10700 -1.51785  0.47
O9 -1.67673 3.77272 2.72429  -1.00
H17 -0.64263 3.71667 2.79302  0.49
O10 -0.55530 -4.60372 0.71833  -1.03
H18 -0.64065 -3.58951 0.94894  0.53
H19 -0.81160 -4.74005 -0.19256  0.47
O11 0.25648 1.67646 -1.20220  -1.02
H20 0.76018 2.59610 -1.27597  0.51
H21 -0.71909 1.86798 -1.22477  0.50
O12 1.47741 -1.52968 0.19124  -1.10
H22 0.44905 -1.59940 0.89000  0.51
H23 2.08259 -2.27092 0.47772  0.50
O13 -0.98596 -2.92726 -2.28825  -1.01
H24 -0.90284 -3.60438 -2.88192  0.47
H25 -0.23434 -2.18361 -2.36423  0.52
O14 0.97785 4.11990 2.31384  -0.96
H26 1.50545 3.31036 2.27166  0.49
H27 1.13504 4.44878 1.41956  0.49
O15 1.21804 -0.73141 -2.11289  -1.08
H28 1.59713 -0.88706 -1.09597  0.52
H29 0.92406 0.16199 -2.26460  0.49
O16 -0.73237 -2.03165 1.21563  -1.12
H30 -1.04433 -0.40858 2.21123  0.52
H31 -1.24191 -1.65282 0.52868  0.47